{
  "formula": "C3H3NO2",
  "method": "ωB97M-V/def2-TZVPD",
  "max_force_ha_per_bohr": 0.0062,
  "e_tot_ha": -321.333999,
  "smiles": "Oc1cocn1",
  "homo_ev": -9.0039,
  "gap_ev": 9.907,
  "e_above_lowest_kj_mol": 114.6,
  "elements": ["C", "H", "O", "C", "N", "H", "C", "O", "H"],
  "xyz": [[-0.366949, 0.302730, 0.503183], [-1.884314, -0.689067, -0.825475], [-1.021944, 0.831317, 1.555248], [-0.894596, -0.376655, -0.540154], [1.000782, 0.401123, 0.359118], [-0.407481, 0.837155, 2.300626], [1.234511, -0.216379, -0.753196], [0.151512, -0.707951, -1.365235], [2.188478, -0.382273, -1.234114]],
  "atomic_forces_ev_per_a": [[-0.112, -0.215, -0.211], [0.137, 0.059, 0.027], [0.109, -0.070, 0.125], [-0.097, 0.091, 0.146], [-0.062, -0.180, -0.174], [-0.049, 0.158, -0.055], [0.131, 0.057, 0.074], [0.073, 0.048, -0.011], [-0.131, 0.051, 0.079]],
  "lowdin_charge": [-0.41, 0.13, 0.07, -0.03, 0.15, 0.11, -0.20, 0.03, 0.14]
}